Computed, not measured: a structure of composition C48H31F5O20V4 in a non-equilibrium geometry, with wB97M-V/def2-TZVPD.

XYZ file:
```
108
Properties=species:S:1:pos:R:3:forces:R:3:lowdin_charge:R:1
O 6.887888 11.657196 -7.336298 -0.2 0.4 -2.5 -0.308
V 6.972114 11.799980 -8.930994 -0.1 -1.8 1.3 1.054
O 7.653300 13.202558 -9.217703 -0.4 -1.1 -0.1 -0.347
O 2.520818 6.490664 -14.557896 -0.6 0.0 0.0 -0.287
V 1.569963 6.730046 -13.337067 0.0 0.2 2.2 0.990
O 0.072754 6.296240 -13.679115 1.5 0.2 -0.1 -0.316
O 6.015785 10.273462 -14.580677 0.3 0.6 -0.4 -0.318
V 5.748925 8.738056 -14.498986 -1.1 -2.5 2.1 1.009
O 5.085268 8.195202 -15.832338 0.9 0.5 0.5 -0.313
O 0.056642 9.186875 -7.872916 0.0 0.6 0.6 -0.338
V 1.455377 9.728512 -7.371775 3.5 -0.7 -2.3 1.015
O 1.423987 10.717787 -6.149489 -0.8 -0.6 0.0 -0.314
C 1.839513 10.000982 -10.709264 0.0 -0.6 -3.2 0.008
C 2.115297 9.478648 -12.002042 1.4 -1.2 2.4 -0.267
C 3.618546 9.467008 -12.383515 1.1 2.1 0.1 -0.243
O 3.972476 8.715640 -13.305951 0.5 -0.7 -1.1 -0.032
C 4.522898 10.386992 -11.759148 -2.1 -0.9 -0.6 0.030
C 4.148408 10.989620 -10.582928 2.5 0.5 -0.1 -0.287
C 2.794749 10.726988 -10.007685 -2.7 0.4 1.6 -0.262
O 2.376034 11.194794 -8.887281 1.2 -1.2 0.7 -0.050
O 5.029812 11.710788 -10.004877 0.4 0.3 1.6 -0.075
O 1.343607 8.753513 -12.680685 -0.4 -0.8 -0.5 -0.074
H 0.861941 9.795609 -10.298989 -0.1 0.3 0.2 0.108
H 5.482172 10.616001 -12.189825 0.0 -0.2 0.0 0.086
C 8.968552 6.496832 -10.290888 -1.1 1.3 -2.1 -0.011
C 8.665392 7.577027 -9.456105 1.1 -1.4 1.7 -0.397
C 8.002434 8.829406 -10.048066 0.7 1.4 0.2 -0.277
O 8.064349 9.920690 -9.371277 -1.2 1.4 0.7 -0.097
C 7.532642 8.851256 -11.340773 -0.8 -2.3 -1.9 0.018
C 7.539637 7.643653 -12.128003 1.3 0.8 2.1 -0.240
C 8.372160 6.396565 -11.587210 0.0 -0.5 1.3 -0.380
O 8.397850 5.361600 -12.239790 -0.1 0.2 -1.1 0.009
O 7.018578 7.520366 -13.264186 -1.5 1.1 -2.1 -0.070
O 8.984861 7.502302 -8.249888 -0.6 1.4 -0.5 -0.012
H 9.555779 5.674487 -9.920850 -0.2 -0.1 0.1 0.102
H 7.087138 9.716132 -11.812259 0.2 0.2 0.3 0.079
C 4.918582 5.370714 -8.888071 -1.9 0.1 -2.6 0.007
C 4.239490 5.173310 -10.133780 0.6 0.3 0.4 -0.375
C 2.945498 6.038386 -10.412738 1.3 1.3 1.1 -0.256
O 2.410579 5.921162 -11.534838 -1.4 0.4 -2.5 -0.070
C 2.618790 7.090978 -9.507699 -0.3 -2.2 -0.2 0.023
C 3.249288 7.156265 -8.269784 -0.7 2.4 -2.3 -0.256
C 4.388607 6.250358 -7.959284 1.8 -2.0 3.8 -0.394
O 4.815949 6.156502 -6.766324 -1.1 1.4 -0.8 -0.025
O 2.974455 8.229145 -7.595667 -1.1 1.1 1.8 -0.106
O 4.610747 4.449403 -11.046377 -0.4 -0.4 -0.3 0.031
H 5.727255 4.691888 -8.680371 0.2 0.2 0.3 0.116
H 1.760208 7.721079 -9.693834 0.1 0.1 -0.1 0.076
F -3.326871 10.660215 -12.639305 0.1 -0.1 0.1 0.067
C -2.600983 11.787005 -12.705774 0.9 0.0 -0.1 -0.292
C -3.226915 12.977138 -12.932489 -0.2 1.1 0.2 -0.035
C -2.475769 14.161237 -13.001913 -0.8 -0.9 0.2 -0.092
C -1.095898 14.154669 -12.879460 -0.8 0.1 -0.4 -0.089
C -0.463816 12.926107 -12.682183 -0.4 0.5 0.8 -0.075
C -1.211446 11.759003 -12.558097 0.2 -0.3 -0.6 -0.002
H -4.299841 13.093940 -13.004772 -0.1 -0.5 0.0 0.113
H -3.129049 15.020217 -13.086776 0.7 0.5 -0.2 0.100
H -0.606427 15.111155 -13.000566 0.5 -0.2 0.3 0.099
H 0.590089 12.920539 -12.435716 0.1 -0.3 -0.4 0.095
H -0.670326 10.821545 -12.508735 -0.2 -0.1 0.4 0.106
F -3.759609 3.892122 -11.993101 -0.2 0.3 -0.4 0.041
C -2.860843 4.836675 -11.635391 1.0 -0.4 0.7 -0.281
C -3.185753 6.180064 -11.616106 -0.8 -0.2 -0.2 -0.029
C -2.307216 7.120218 -11.105814 0.2 -0.2 -0.3 -0.075
C -1.066506 6.716474 -10.632960 -0.6 0.0 0.4 -0.091
C -0.782454 5.359073 -10.593669 0.3 -0.1 -0.7 -0.077
C -1.630049 4.398143 -11.163667 0.4 1.0 0.8 -0.001
H -4.165937 6.476739 -11.968936 0.0 0.0 0.0 0.111
H -2.615360 8.156906 -11.082945 0.1 0.1 0.0 0.100
H -0.399799 7.455580 -10.210006 0.1 -0.1 0.0 0.081
H 0.166966 5.039913 -10.183405 0.0 -0.1 0.0 0.103
H -1.284342 3.377330 -11.099231 -0.5 -0.2 -0.3 0.114
F 0.251501 8.738831 -17.319370 -0.1 0.0 -0.1 0.062
C 1.121436 9.758626 -17.217632 1.0 -0.1 -0.7 -0.274
C 1.599360 10.360863 -18.395287 -0.9 -0.4 1.2 -0.016
C 2.456380 11.437112 -18.271690 -0.1 0.2 -0.9 -0.100
C 2.906904 11.882505 -17.040514 -0.3 -0.2 0.4 -0.088
C 2.480848 11.202951 -15.915095 -1.0 -0.1 0.7 -0.071
C 1.587837 10.121380 -15.977032 0.3 0.4 -0.3 0.007
H 1.178901 10.009630 -19.326958 0.2 0.1 -0.2 0.110
H 2.686199 11.965996 -19.189801 0.3 0.1 0.1 0.099
H 3.492995 12.781042 -16.909974 0.1 0.0 -0.2 0.100
H 2.634571 11.616009 -14.924465 0.6 -0.1 0.0 0.096
H 1.259388 9.580153 -15.100278 0.0 0.1 0.1 0.101
F 1.373286 13.627164 -7.501247 0.0 0.4 0.2 0.071
C 0.165415 14.053890 -7.899315 0.1 0.0 0.2 -0.280
C -0.531079 13.237654 -8.742531 -0.7 -0.6 -1.3 -0.001
C -1.760756 13.647557 -9.247420 -0.2 0.9 -0.1 -0.073
C -2.270790 14.874707 -8.860035 0.2 1.0 1.0 -0.098
C -1.539441 15.701514 -7.983368 -0.5 -0.7 0.5 -0.095
C -0.328937 15.282762 -7.469640 1.0 -0.5 -0.7 -0.020
H -0.130197 12.321817 -9.152284 0.4 -0.1 0.4 0.108
H -2.298843 13.106266 -10.014631 0.1 -0.4 0.2 0.094
H -3.241845 15.268029 -9.131195 -0.1 -0.4 -0.4 0.093
H -1.987206 16.585254 -7.546296 0.0 0.2 -0.4 0.096
H 0.365550 15.887132 -6.900280 -0.4 0.2 0.3 0.116
F 6.761646 13.430759 -14.368655 0.2 0.4 -0.2 0.074
C 5.778363 14.318974 -14.171835 -0.5 0.5 0.5 -0.276
C 5.967502 15.683999 -14.376695 1.1 0.6 -1.0 -0.029
C 4.998378 16.614302 -14.077971 -2.3 -1.4 1.5 -0.082
C 3.768012 16.116763 -13.558466 1.0 0.7 -0.8 -0.097
C 3.570159 14.759764 -13.373639 0.0 0.5 0.3 -0.077
C 4.602086 13.858469 -13.625926 -0.1 -0.1 0.4 -0.005
H 6.873714 16.072955 -14.828856 0.3 -0.4 0.2 0.112
H 5.061804 17.690671 -14.027686 0.7 0.0 -0.7 0.097
H 3.026199 16.872255 -13.334967 -0.3 -0.3 0.2 0.091
H 2.636797 14.455327 -12.918807 0.0 -0.3 0.0 0.091
H 4.570812 12.844404 -13.246838 -0.2 -0.2 -0.4 0.105
```
Positions in Å, forces in eV/Å.

Calculated values
ΔE to the lowest compared entry with this formula, charge and spin ... 4.517 eV
E_HOMO ... -2.3 eV
LUMO energy ... 1.19 eV
Frontier orbital gap ... 3.5 eV
DFT total energy ... -207568.074 eV
Total charge ... -2